56
Properties=species:S:1:pos:R:3 method="wB97M-V/def2-TZVPD" charge=0 de_lowest_kcal_mol=16.0 smiles="S=C(NCCCN1CCOCC1)N(Cc1ccccc1)Cc1ccccc1" total_energy_ha=-1493.4103 homo_lumo_gap_ev=8.55
C -0.39098 0.39244 -1.89442
C 2.87151 -2.37103 -2.04610
H -0.83869 4.44130 -0.00649
N 1.12128 -0.76162 1.99925
C 1.22859 1.69754 1.95731
H -3.60338 4.36662 2.89720
C 0.96934 -3.76616 -2.45991
H 3.59474 -1.25287 -3.71670
C -2.46665 3.04056 0.16202
C -2.11638 -1.32224 -0.58780
C 1.90308 -3.64629 -0.11917
H -2.79172 -1.99561 -0.07799
C 0.11293 -0.59042 -1.05947
H 2.76468 0.30997 2.59465
N 1.18833 -2.64572 0.65915
H 0.13981 -0.69767 1.78422
C -2.93102 3.71054 2.34223
H -2.14615 1.27977 -2.73870
H -2.79266 3.22366 -0.86248
H 1.81395 2.52756 2.35241
S 3.51347 -1.72716 1.51743
C -0.24382 -2.59017 0.47681
C 1.88978 -2.44042 -4.23315
H -0.54677 -3.53605 0.01918
C -1.75548 0.51841 -2.08101
H -2.61705 1.97350 0.39418
H 0.23701 -4.48459 -2.11737
C -0.74459 -1.46394 -0.40681
C 2.85414 -1.95616 -3.36514
H -0.74169 -2.54606 1.45636
H 3.62062 -1.99248 -1.36604
H -0.44513 1.96922 3.27269
O -3.30090 3.82791 0.98452
H -3.68635 -0.24309 -1.55382
H -0.88400 1.24566 1.71478
C 1.67706 0.40566 2.64007
C -1.46768 4.12237 2.54422
C -0.98688 3.41222 0.33448
N -0.55513 3.34867 1.72115
H 1.37255 0.41516 3.69322
H -1.35699 5.17098 2.25028
H 1.42616 1.62821 0.88669
H 1.87313 -2.11365 -5.26246
C 1.92423 -3.27569 -1.57973
C 1.85983 -1.70120 1.36570
C -2.61926 -0.33859 -1.41875
C 0.95137 -3.35068 -3.77981
H -3.07992 2.67195 2.68080
C -0.25356 2.00943 2.19692
H 1.41383 -4.61379 0.03059
H 1.18075 -0.67864 -0.93279
H -1.18497 4.02300 3.59319
H 2.92054 -3.69552 0.27487
H -0.36770 2.74802 -0.26913
H 0.29082 1.05505 -2.40662
H 0.20200 -3.73789 -4.45472